Record 1
The following is a DFT calculation (the ωB97M-V functional and the def2-TZVPD basis) of a molecular structure, C42H45BN9O2PdS in a non-equilibrium geometry.

XYZ file:
```
101
Properties=species:S:1:pos:R:3:forces:R:3
H 0.6563 4.4421 -3.2757 -0.01 0.02 -0.03
H -0.2036 5.1840 2.8419 -0.02 0.00 0.03
C -2.6751 -2.5142 0.6267 -0.19 -0.07 -0.28
C 0.2425 -5.1989 1.5999 -0.04 0.01 0.00
S -2.4159 1.4721 0.9165 1.05 -0.12 1.38
N 2.0203 0.0744 0.7132 -0.10 0.00 -0.15
H -3.9334 1.8332 -0.9013 -0.05 -0.04 -0.06
C -4.6946 -0.1999 3.7924 0.02 -0.02 0.08
C 0.9956 0.1201 3.3588 0.13 0.07 -0.06
N -2.8131 -1.9331 -0.5628 -0.12 -0.20 0.17
H -0.5686 0.1516 4.8106 0.01 0.01 0.01
C 1.5903 -1.3936 -4.5265 -0.03 -0.08 -0.06
C -6.7667 -1.6388 3.8614 -0.01 0.03 0.02
H -1.6528 -7.0745 -0.4848 -0.01 -0.01 0.00
N 0.7802 -1.8734 -0.9975 0.40 0.29 0.01
H -1.6645 6.9941 1.9921 -0.01 0.01 -0.01
C 0.0647 4.2865 0.9233 -0.04 -0.01 0.04
C -1.2648 6.2531 1.3106 0.02 -0.01 0.04
C -1.0380 -6.2548 -0.1331 0.00 0.04 0.00
C 0.5339 -4.1475 0.7457 -0.01 0.02 0.09
C 1.3479 -0.2552 5.7061 -0.02 0.01 -0.03
C -3.7427 -4.3072 2.0506 0.00 0.02 0.01
H 2.5670 -0.9133 -4.5019 0.03 0.00 0.03
C 0.4315 -3.0497 -1.4763 -0.25 -0.28 0.18
H -4.6850 -3.9612 2.4932 -0.01 0.01 0.01
C 4.0663 0.1118 -0.1251 0.04 -0.02 -0.27
C 0.4934 0.0150 4.6417 0.03 -0.03 0.10
C -0.4413 5.2423 1.7881 -0.02 0.02 -0.07
H 0.8792 -0.6745 -4.9326 -0.05 0.00 0.01
H -1.0717 -1.3435 1.3466 -0.96 -0.62 0.11
N -1.8830 -2.0628 1.5827 0.66 0.13 0.23
C -4.7758 -0.0649 1.0304 0.03 -0.07 0.06
C 2.7066 -0.4125 5.4685 0.01 0.01 -0.05
C -3.7546 0.5654 1.7267 -0.09 0.06 -0.22
H 1.3827 1.3383 -4.9269 0.00 0.01 -0.01
N 2.7482 0.1235 -0.4219 -0.42 0.05 0.03
H 0.6816 3.4771 1.2896 0.02 0.00 0.00
H -7.0198 -1.1672 4.8115 0.01 0.02 0.00
H 0.9566 -0.3334 6.7127 0.01 -0.01 0.02
C 0.6257 -3.1083 -2.8657 0.08 0.05 -0.04
C 1.9894 2.0371 -4.3533 -0.01 0.13 -0.05
H -6.5528 -1.2454 1.1788 0.00 -0.02 -0.02
H -2.9508 -4.1615 2.7803 0.05 0.02 0.03
H 5.0468 1.0645 -1.7819 -0.02 0.02 0.00
C 0.3372 3.3374 -1.3555 -0.21 0.33 0.23
C -1.5836 6.3018 -0.0401 0.00 -0.04 -0.02
N -3.4515 -3.6304 0.8203 0.13 0.03 -0.09
H -4.8136 -0.0318 -0.0476 0.03 -0.02 -0.10
H -4.1059 -4.7477 -0.8520 -0.01 0.00 0.02
C -3.7151 0.5062 3.1102 -0.01 0.02 -0.04
C 2.3549 -0.0501 3.1072 0.22 -0.03 -0.16
H 0.6433 -5.1947 2.6069 -0.01 -0.01 0.00
H -7.6807 -1.7310 3.2754 -0.02 0.00 -0.02
H -3.8101 -5.3816 1.8730 -0.02 -0.03 -0.02
C -3.4432 2.4631 -0.1642 0.10 -0.05 -0.25
H 2.0885 2.9506 -4.9403 -0.01 0.00 0.00
H -5.3376 -3.6806 -0.1319 -0.01 0.01 0.00
C -0.5440 -6.2606 1.1640 -0.03 0.04 0.03
C 1.3568 2.3691 -3.0427 -0.04 -0.20 0.00
H -4.6644 -0.2409 4.8755 0.01 0.00 0.03
H 5.0419 -0.6906 -1.8603 -0.01 -0.02 0.00
C 2.8701 0.0309 1.7221 -0.19 -0.03 0.33
O -4.2583 -2.3874 -2.3133 -0.03 -0.07 -0.02
H 4.2648 -0.4480 3.9934 0.03 0.00 0.02
H -1.3274 5.3724 -1.9604 -0.01 0.01 -0.01
H -0.7666 -7.0850 1.8303 0.00 -0.01 0.00
H -2.2358 7.0793 -0.4187 0.00 0.02 0.00
C -5.7210 -0.8516 3.1169 0.02 -0.01 -0.10
C 4.1963 0.0485 1.2438 -0.04 0.02 0.00
C -3.7880 -2.6331 -1.2172 0.04 0.41 -0.31
H -2.9244 1.0332 3.6302 -0.02 -0.01 -0.02
C -5.7491 -0.7665 1.7270 0.00 0.00 0.04
C -4.2703 -3.7904 -0.3493 -0.05 -0.15 0.10
H 5.1177 0.0322 1.8002 0.01 0.00 0.02
H -6.4186 -2.6492 4.0859 0.03 -0.03 0.00
N 1.2799 1.5169 -1.9852 0.03 0.06 0.10
H 2.9176 0.1869 -2.6596 0.05 -0.02 0.07
B 2.0626 0.1725 -1.8150 0.00 -0.05 0.03
H 2.9761 1.5943 -4.2351 0.04 -0.01 0.02
C -0.2459 4.3297 -0.4322 0.07 -0.07 -0.11
N 0.6486 2.1232 -0.9438 0.31 -0.31 -0.32
H -1.7439 -2.6981 2.3491 0.24 0.15 0.16
H 1.6350 -2.2374 -5.2150 0.00 0.00 -0.01
H -1.1391 -5.1929 -1.9960 -0.01 0.01 -0.01
C -1.0746 5.3444 -0.9067 0.00 0.06 0.05
C 0.7416 3.5466 -2.6842 0.08 -0.09 -0.03
C 0.0416 -4.1353 -0.5583 0.04 0.12 -0.18
C 5.1197 0.1580 -1.1802 0.14 0.00 0.04
H -4.1516 2.9846 0.4733 -0.08 0.07 -0.01
H -2.7752 3.1656 -0.6606 0.01 -0.02 0.04
H 3.3817 -0.6174 6.2904 0.00 -0.01 0.01
N 1.2556 -1.1530 -2.0406 -0.16 0.02 0.07
H 0.4457 -3.9286 -3.5399 0.00 -0.03 -0.01
C -0.7458 -5.1988 -0.9863 -0.09 -0.07 -0.02
H 6.1042 0.1354 -0.7129 0.00 0.00 0.00
C 3.2062 -0.3112 4.1757 -0.01 -0.05 0.10
O -1.9613 2.4362 1.9821 -0.35 -0.36 -0.50
Pd -0.3468 0.1280 0.6060 -0.18 0.75 -0.78
H 1.1554 -3.3213 1.0685 0.00 0.02 0.01
C 1.1663 -1.8831 -3.1839 0.03 0.16 0.02
H 0.3526 0.3556 2.5069 -0.19 0.07 0.26
```
Forces are in eV/Å.

The HOMO energy is -3.811 eV. As for the charge: -1. The calculation puts the largest force on an atom at 0.0337 hartree/bohr. The orbital gap is 6.18 eV. As for the spin multiplicity: 1. For the total energy, the calculation gives -76786.321 eV. As for the energy relative to the best compared isomer or geometry (same formula, charge and spin): 10.5 kcal/mol.

Results of the Löwdin charge analysis, in e, for atoms 1 through 2:
1 H 0.100
2 H 0.103

Record 2
The following is a DFT calculation (the ωB97M-V functional and the def2-TZVPD basis) of a molecular structure, C42H45BeN8O in a non-equilibrium geometry.

XYZ file:
```
97
Properties=species:S:1:pos:R:3:forces:R:3
C -2.0126 -3.0281 1.4238 0.64 0.24 0.87
H -6.9724 1.7173 0.6952 -0.06 0.15 -0.11
C 0.9612 0.7254 4.4227 -0.46 -0.24 1.24
C -1.2370 -0.0792 4.9378 0.87 -1.27 0.82
C -0.4815 -0.0380 -5.2983 -0.25 -0.23 -0.05
H -0.9438 1.6942 3.8731 0.49 0.24 -0.24
H 5.9213 0.7887 -2.1865 -0.25 0.46 -0.10
H 2.4497 -1.5083 3.2822 -0.07 -0.28 0.22
C -0.4196 0.8910 4.3731 -0.79 -0.27 -0.41
C 0.5689 4.1023 3.3417 -1.29 1.31 0.77
H -2.3108 -0.1676 4.8506 -0.07 0.63 -0.23
C 2.6909 -0.1541 -1.5565 0.44 0.41 0.90
H -0.5275 0.2230 1.7725 -0.25 -0.07 0.01
N -6.5708 -0.7479 -2.3113 0.22 0.26 0.38
C 0.5005 -0.3009 -6.2400 0.45 0.07 1.07
C 1.9452 4.4933 -2.2616 0.94 0.62 0.33
H -0.7545 1.3882 -0.9623 -0.44 0.18 -0.44
C 2.5698 -2.2383 2.4960 0.72 -0.71 -0.72
N 1.7576 -3.1630 0.4425 -1.28 -0.25 -0.43
C 1.2333 -2.0892 -4.8511 0.44 -0.33 0.97
O -1.0235 -0.6494 -0.8441 0.30 -2.62 -0.98
H -4.5479 -0.6556 -1.9210 0.08 0.04 -0.23
H 0.0336 2.1080 -3.1717 0.25 -0.56 -0.38
H 0.8283 0.4652 0.7909 0.02 0.16 -0.65
H 0.7792 4.1319 1.1664 0.33 -0.33 0.23
H 3.0111 -4.5346 -0.5334 -0.60 -0.24 -0.06
H -0.9777 -5.7572 -0.1092 0.54 0.55 -0.33
H 0.6390 0.3306 -7.1058 -0.25 -0.12 -0.16
C 2.8100 -3.9746 0.3704 0.78 1.52 -0.63
C 0.2281 4.4645 2.0375 0.25 -0.40 -0.93
C -2.4014 -4.9607 2.8237 -0.12 1.12 -0.99
H -2.7748 -5.4203 3.7268 0.10 -0.05 0.03
C 3.7159 -3.0794 2.3866 -1.72 1.07 0.57
N -0.0875 4.6096 4.4078 -0.61 0.74 -0.53
C 1.4390 -0.2761 5.2791 -0.46 0.28 -0.16
H 1.6640 1.4220 3.9915 -0.08 -0.05 -0.20
C -1.1140 0.6208 -0.2627 1.60 -0.21 -1.07
C -7.8753 0.5766 -0.9004 -2.16 1.43 0.84
H 4.2017 2.7757 -4.1007 0.14 0.38 -0.14
C -0.8447 5.2911 1.7633 0.64 0.24 1.77
Be 0.0824 -2.6352 -1.5684 0.14 3.67 1.91
H -0.1790 1.8400 1.2661 -0.01 0.10 -0.16
H -1.2226 0.7110 -5.5389 -0.10 0.06 0.38
C 3.9609 -1.9468 -2.1705 -0.22 0.54 0.23
H 2.5134 -0.3605 5.3842 0.07 -0.14 0.34
C -6.8224 1.0824 -0.1656 1.05 -0.38 -0.99
C -0.2020 0.8089 0.9065 0.02 -0.32 1.89
C -5.5570 0.7297 -0.6249 -0.87 -0.77 -0.06
C -1.3273 -5.0734 0.6517 -1.04 0.15 0.83
H -2.1514 0.8524 -0.0050 -0.11 -0.05 0.09
C -1.4942 5.8128 2.8920 -0.55 0.55 -1.48
C 4.9905 0.2414 -2.1451 -0.56 -1.30 1.02
H -1.3077 -1.8433 6.1234 0.32 -0.19 0.39
H 1.7930 5.3962 -1.6823 0.19 0.06 0.14
C 1.5999 -2.3329 1.5044 0.45 -1.16 -0.34
H 0.6209 -1.8821 1.5897 0.18 0.51 -0.19
C -2.4792 -3.5882 2.6110 -0.47 -0.39 0.15
N 0.6718 -1.1262 5.9806 -0.19 -0.29 -0.89
H 2.0485 -1.6139 -6.7951 0.39 -0.23 0.36
H -1.7038 -6.7324 2.0172 -0.20 -0.29 -0.85
H 3.7106 1.7296 -1.3388 -0.35 0.00 -0.01
C -0.6423 -1.0950 5.7137 0.28 1.25 -0.52
C 3.2826 3.1378 -3.6597 -0.58 -0.94 0.25
H -8.8559 0.9749 -0.6630 -0.18 -0.32 0.19
C -7.7849 -0.2803 -1.9558 1.80 -0.88 0.27
N 0.8678 3.7418 -2.3788 0.47 -0.50 -0.50
H -1.0288 5.6477 0.7609 -0.31 -0.20 -0.02
H 1.7791 -3.0112 -4.7036 0.28 0.14 0.12
H 6.0667 -1.4969 -2.5284 -0.26 -0.64 -0.47
C 1.3982 -1.3366 -5.9772 -0.78 0.25 -1.44
N 0.4100 -1.7255 -3.8564 -1.82 -0.80 0.82
C 3.2215 4.2106 -2.8086 -0.86 -0.03 -0.16
H 2.3233 1.5087 -4.5256 -0.73 -0.32 0.12
H -2.0606 -1.9499 1.3439 0.09 0.03 -0.60
C 3.7847 0.6927 -1.6349 0.97 0.81 -0.73
H 4.3818 -3.1763 3.2324 0.38 0.36 -0.21
N -1.3591 -3.7272 0.4971 0.04 -0.99 -1.43
H -2.9419 -2.9587 3.3581 0.07 0.18 -0.07
H -4.6861 1.1476 -0.1405 0.28 -0.31 -0.18
H -1.1930 -0.5581 -3.2834 -0.11 0.08 0.04
H 4.7458 -4.4742 1.2187 -0.17 -0.28 -0.33
H -8.6552 -0.7443 -2.3974 -0.01 0.27 -0.33
C 0.9761 2.6393 -3.1504 0.20 0.55 -0.15
C -0.5219 -0.7734 -4.1055 1.20 0.21 -0.16
H 4.1211 4.7806 -2.6269 -0.26 0.36 0.21
C 5.0598 -1.1370 -2.3625 0.71 0.76 0.12
C -5.5130 -0.2435 -1.6561 -0.10 0.49 0.24
H -1.5900 6.0124 4.9928 0.15 -0.32 0.35
C -1.1050 5.5063 4.1710 1.49 -1.46 -0.41
C -1.8856 -5.6951 1.7666 0.98 -0.26 1.07
H 1.4053 3.4682 3.5947 0.05 -0.10 -0.23
H -2.2839 6.5247 2.6880 -0.13 0.06 0.39
H 1.8022 0.3404 -1.1832 -0.54 -0.71 -0.13
C 3.8438 -3.8803 1.2774 0.45 -0.61 0.96
C 2.1465 2.3312 -3.8461 0.17 0.51 0.17
H 4.1125 -3.0019 -2.3554 -0.52 -0.19 0.21
N 2.7623 -1.4660 -1.7465 0.11 -0.50 -1.06
```
Forces are in eV/Å.

The HOMO energy is -10.420 eV. As for the charge: +1. The calculation puts the largest force on an atom at 0.0805 hartree/bohr. The orbital gap is 5.64 eV. As for the spin multiplicity: 1. For the total energy, the calculation gives -58641.920 eV.

Results of the Löwdin charge analysis, in e, for atoms 1 through 2:
1 C -0.135
2 H 0.106